No. 1
One molecule with the formula C4H8N2S. Source: the OMol25 dataset; level of theory: wB97M-V/def2-TZVPD.

Last column: natural (NBO) charge in e.
Geometry (Å):
H1 1.08158 1.97810 0.01157  0.349
N1 0.14429 1.56507 -0.10450  -0.741
C1 0.14039 0.27366 -0.09066  0.302
N2 -1.06920 -0.37599 -0.15598  -0.618
C2 -2.30084 0.26159 -0.08536  0.001
C3 -3.45687 -0.30820 0.24064  -0.481
S1 1.51548 -0.87307 -0.11484  0.224
C4 2.80140 0.29836 0.27459  -0.766
H2 -1.04859 -1.37040 0.02690  0.396
H3 -2.23004 1.35876 -0.26065  0.236
H4 -4.33431 0.28330 0.24868  0.210
H5 -3.58405 -1.41023 0.47442  0.192
H6 3.74450 -0.20120 0.51385  0.245
H7 2.97624 1.00337 -0.55014  0.224
H8 2.51697 0.85130 1.16107  0.228

Computed properties:
M in g mol⁻¹: 116.19
SMILES string: [H]/N=C(/NC=C)SC
Electronic energy in eV: -18092.4269
Relative energy (zero: lowest compared OMol25 entry of this formula, charge and spin) in kcal per mole: 30.3
Frontier orbital gap in eV: 9.19

=====

No. 2
C34H26IO9PRu as an isolated structure. Source: the OMol25 dataset; level of theory: wB97M-V/def2-TZVPD.

Last column: Mulliken charge in e.
Geometry (Å):
Ru1 0.31268 0.04209 -0.37768  -0.137
O1 -2.74405 3.01777 -1.02251  -0.758
C1 -2.16388 2.06836 -0.51901  -0.217
O2 -1.42274 1.19973 -1.08980  -0.561
C2 -2.38053 1.85969 1.02448  0.217
C3 -2.37872 0.38100 1.43103  -0.467
C4 -2.99266 0.24989 2.83691  -0.620
C5 -1.84781 0.81113 3.72125  -0.996
C6 -0.78942 1.17442 2.66238  -0.422
O3 -0.98763 0.11667 1.70795  1.071
C7 -1.22295 2.42279 1.89018  0.017
C8 -0.01822 3.00597 1.05992  -0.227
O4 0.17226 4.21126 1.15624  -0.780
O5 0.65795 2.14540 0.40907  -0.407
H1 -3.32964 2.34548 1.23857  0.517
H2 -2.74408 -0.31600 0.68033  0.496
H3 -3.19487 -0.79698 3.06942  0.021
H4 -3.91780 0.81595 2.92654  0.524
H5 -1.45782 0.03570 4.38364  0.269
H6 -2.14115 1.67113 4.32036  0.500
H7 0.24200 1.18582 3.00970  0.621
H8 -1.53323 3.23671 2.54085  0.428
O6 -0.66770 -2.14712 -3.42650  -0.736
C9 -0.56858 -2.43061 -2.24992  -0.065
O7 -0.97062 -1.73407 -1.22664  -0.385
C10 0.02801 -3.75528 -1.80917  0.009
C11 0.09416 -4.84666 -2.66353  -0.494
C12 0.41512 -6.09554 -2.15923  -0.536
C13 0.65365 -6.25793 -0.79909  -0.825
C14 0.64218 -5.16001 0.04490  -0.300
C15 0.36612 -3.89338 -0.46535  0.089
P1 0.37897 -2.41016 0.60431  2.949
C16 1.89928 -2.66116 1.62934  0.613
C17 2.08161 -1.77222 2.69366  -0.016
C18 3.23108 -1.80040 3.46206  -0.942
C19 4.25343 -2.68656 3.15047  -0.730
C20 4.11546 -3.52681 2.05823  -0.832
C21 2.95149 -3.51378 1.30051  -0.875
C22 -0.97659 -2.87395 1.74687  0.498
C23 -2.17161 -3.32422 1.18424  -0.299
C24 -3.22097 -3.73690 1.98912  -0.720
C25 -3.10236 -3.68670 3.37079  -0.629
C26 -1.92914 -3.21119 3.93728  -0.666
C27 -0.87211 -2.81090 3.13450  -0.393
H9 -0.13827 -4.70215 -3.71072  0.513
H10 0.45478 -6.95620 -2.81549  0.390
H11 0.85047 -7.24302 -0.39431  0.407
H12 0.83276 -5.28300 1.10423  0.546
H13 1.32382 -1.02125 2.88532  -0.161
H14 3.34864 -1.10732 4.28621  0.404
H15 5.16317 -2.70077 3.73764  0.398
H16 4.92368 -4.19313 1.78203  0.413
H17 2.88355 -4.16066 0.43857  0.481
H18 -2.27267 -3.33969 0.10634  0.315
H19 -4.13205 -4.10990 1.53830  0.422
H20 -3.92120 -4.00734 4.00243  0.368
H21 -1.83447 -3.15605 5.01509  0.421
H22 0.03936 -2.46189 3.59674  0.461
I1 9.27038 -0.74849 -1.38271  0.035
C28 7.19007 -0.49386 -1.13745  0.029
C29 6.36729 -0.57427 -2.24848  -0.559
C30 4.99657 -0.46105 -2.07279  -0.274
C31 4.46751 -0.26351 -0.80331  0.123
C32 5.31210 -0.15194 0.29343  -0.163
C33 6.68363 -0.27306 0.13259  -0.680
C34 2.97976 -0.20824 -0.61310  1.478
O8 2.23513 -0.50964 -1.59103  -1.083
O9 2.52408 0.10071 0.50979  -0.751
H23 6.78695 -0.72867 -3.23283  0.378
H24 4.31988 -0.52790 -2.91396  0.481
H25 4.88298 0.02552 1.27020  0.427
H26 7.34497 -0.20001 0.98494  0.371

Computed properties:
M in g mol⁻¹: 837.52
Spin multiplicity: 6
Electronic energy in eV: -74081.5341
Relative energy (zero: lowest compared OMol25 entry of this formula, charge and spin) in kcal per mole: 0.0
Frontier orbital gap (alpha / beta) in eV: 7.57 / 6.92
Total charge: -1

=====

No. 3
One molecule with the formula C5H8OS2. Source: the OMol25 dataset; level of theory: wB97M-V/def2-TZVPD.

Last column: natural (NBO) charge in e.
Geometry (Å):
O1 1.46639 1.78241 0.03985  -0.544
C1 0.55849 1.00291 0.10813  0.550
C2 -0.91807 1.16330 0.39250  -0.531
C3 -1.63309 -0.16409 0.03098  -0.398
C4 -0.57601 -0.97968 -0.73285  -0.421
C5 0.77478 -0.42545 -0.21044  -0.350
S1 1.08342 -1.00816 1.53146  -0.016
S2 2.07694 -0.57055 -1.47959  0.039
H1 -1.01081 1.39691 1.60582  0.252
H2 -1.36315 2.01115 -0.10743  0.250
H3 -1.82601 -0.72586 0.84755  0.209
H4 -2.49907 -0.05184 -0.74122  0.220
H5 -0.77231 -2.05075 -0.54643  0.231
H6 -0.71926 -0.79293 -1.81916  0.227
H7 2.31961 -0.45085 1.80430  0.157
H8 3.03816 -0.13650 -0.72347  0.126

Computed properties:
M in g mol⁻¹: 148.25
SMILES string: O=C1CCCC1(S)S
Electronic energy in eV: -29031.5806
Relative energy (zero: lowest compared OMol25 entry of this formula, charge and spin) in kcal per mole: 25.4
Frontier orbital gap in eV: 9.86